# C41H50Cl2N9O3SY

A structure of composition C41H50Cl2N9O3SY (the ωB97M-V functional and the def2-TZVPD basis, OMol25).

Structure (XYZ):
```
107
Properties=species:S:1:pos:R:3:lowdin_charge:R:1
Y -0.91360 -0.03887 0.31016 1.304
C -1.79044 7.32146 -1.60042 -0.032
C -1.29974 5.92812 -1.31768 -0.249
C 0.00296 5.67370 -0.98798 0.029
C 0.46721 4.36774 -0.69230 -0.107
C 1.84405 4.22073 -0.48929 0.012
N 2.47964 3.10294 -0.25593 0.078
C 3.93887 3.02275 -0.17700 -0.133
C 4.39924 1.69142 0.40668 -0.137
C 4.56691 0.58018 -0.62693 -0.135
N 3.33432 0.29552 -1.34372 0.081
C 3.21388 0.28467 -2.64388 0.023
C 2.03481 -0.01478 -3.34865 -0.108
C 2.09571 -0.03141 -4.76260 0.031
C 1.00347 -0.32885 -5.53206 -0.251
C 1.04389 -0.38082 -7.03482 -0.032
C -0.18920 -0.61359 -4.85118 0.048
C -0.32322 -0.61094 -3.47040 -0.105
C -1.63342 -0.98151 -2.95822 -0.083
N -1.99536 -1.11622 -1.74339 -0.038
C -3.35123 -1.61017 -1.52303 -0.210
C -4.07698 -0.81219 -0.44519 -0.186
C -4.14326 0.67248 -0.75703 -0.211
N -2.81495 1.31032 -0.75281 -0.076
C -2.84210 2.53808 -1.09448 -0.103
C -1.78335 3.52548 -1.05146 -0.103
C -2.16177 4.82442 -1.35777 0.054
C -0.43392 3.24200 -0.67109 -0.268
O -0.00967 2.07745 -0.35622 -0.173
C 0.81030 -0.30815 -2.65162 -0.280
O 0.78168 -0.30069 -1.37329 -0.186
H -0.95526 7.99419 -1.78426 0.082
H -2.34836 7.70445 -0.74375 0.093
H -2.45262 7.34668 -2.46517 0.087
H 0.71946 6.48789 -0.95703 0.130
H 2.45971 5.11462 -0.55110 0.154
H 1.89057 2.27184 -0.19710 0.107
H 4.29438 3.84114 0.44977 0.134
H 4.36435 3.17490 -1.17372 0.134
H 3.69312 1.38397 1.17803 0.076
H 5.36586 1.82487 0.89190 0.136
H 4.90519 -0.32574 -0.11752 0.126
H 5.32884 0.85793 -1.35613 0.132
H 2.47200 0.06124 -0.84365 0.102
H 4.10613 0.52563 -3.21625 0.153
H 3.04401 0.19241 -5.24055 0.132
H 1.93994 0.09382 -7.42853 0.084
H 0.17141 0.11699 -7.45723 0.088
H 1.02804 -1.41715 -7.37739 0.093
H -1.06076 -0.85916 -5.45031 0.134
H -2.36002 -1.19474 -3.74931 0.134
H -3.27329 -2.65729 -1.21471 0.113
H -3.93694 -1.58747 -2.44836 0.125
H -3.60440 -0.93263 0.53863 0.072
H -5.09235 -1.19998 -0.36392 0.130
H -4.75010 1.15673 0.01149 0.127
H -4.63904 0.83215 -1.72000 0.132
H -3.79893 2.95607 -1.42445 0.139
H -3.19606 4.99758 -1.63822 0.134
Cl -0.77972 -1.25488 3.27217 0.745
C -1.91547 -0.38226 4.26283 -0.638
C -2.17595 -0.85274 5.53649 -0.111
C -3.09669 -0.18877 6.32547 -0.070
C -3.75327 0.92511 5.82877 -0.100
C -3.47946 1.38431 4.55275 -0.690
Cl -4.32437 2.77218 3.97597 0.683
C -2.53360 0.74626 3.72213 -0.687
S -2.18942 1.40241 2.13355 0.579
H -1.66925 -1.73301 5.90898 0.108
H -3.30524 -0.53770 7.32684 0.115
H -4.48970 1.44145 6.42911 0.113
C 1.04362 -4.93113 0.89719 -0.034
N 0.17623 -4.24193 -0.05313 -0.175
C 0.85036 -3.44289 -1.04943 -0.052
C -0.99236 -3.73309 0.51007 -0.426
N -1.22995 -2.45615 0.65523 0.008
N -1.85650 -4.67490 0.96032 -0.139
C -1.88330 -6.04564 0.45714 -0.031
C -2.97182 -4.30078 1.81154 -0.031
H 1.50940 -4.24025 1.61419 0.083
H 1.82181 -5.46289 0.35000 0.099
H 0.47600 -5.66404 1.46585 0.085
H 1.64484 -4.04212 -1.49326 0.101
H 1.27524 -2.51681 -0.65910 0.048
H 0.14291 -3.16581 -1.83069 0.090
H -2.17145 -2.37660 1.03618 0.005
H -1.16097 -6.16675 -0.34087 0.091
H -2.87718 -6.26400 0.06128 0.099
H -1.66602 -6.76147 1.25212 0.098
H -3.81258 -3.89433 1.23785 0.098
H -2.65942 -3.57243 2.56176 0.081
H -3.32130 -5.18547 2.33825 0.103
N 4.29571 -2.69843 1.93238 0.185
C 4.29267 -1.69339 2.85278 -0.490
O 5.13958 -1.59122 3.70951 0.099
C 3.20698 -0.65201 2.73441 -0.113
C 3.24593 0.41010 3.63524 0.031
C 2.30490 1.41801 3.52901 -0.003
C 1.34266 1.33217 2.53560 -0.152
N 1.27813 0.30891 1.67680 -0.047
C 2.19967 -0.65545 1.78492 -0.131
H 4.98686 -3.41896 2.07524 0.125
H 3.49052 -2.94089 1.38512 0.065
H 4.02222 0.41667 4.38962 0.137
H 2.30898 2.25804 4.20928 0.125
H 0.57519 2.09014 2.43284 0.089
H 2.11494 -1.45876 1.06215 0.094
```

calculated total energy: -99799.644 eV
total charge: +2
LUMO level: -5.5 eV


# C41H50GaIN2O2

A structure of composition C41H50GaIN2O2 (the ωB97M-V functional and the def2-TZVPD basis, OMol25).

Structure (XYZ):
```
97
Properties=species:S:1:pos:R:3:lowdin_charge:R:1
Ga -0.15611 -0.50631 0.24785 -0.134
C -0.89708 5.11868 4.51450 -0.059
C 0.40295 4.35260 4.76677 -0.549
C 0.39211 3.79876 6.20205 -0.034
C 1.57443 5.33903 4.61226 -0.038
C 0.59226 3.22141 3.76476 -0.152
C -0.25473 2.97848 2.72890 0.058
C 0.02995 1.93232 1.81638 -0.145
N -0.73283 1.48925 0.82434 0.157
C -1.90925 1.85569 0.33666 -0.152
C -2.58772 3.08885 0.51009 0.052
C -3.82781 3.26141 -0.01786 -0.152
C -4.46279 2.14583 -0.65148 0.056
C -3.87201 0.93421 -0.88346 -0.066
C -2.49965 0.80349 -0.47868 -0.227
O -1.80385 -0.22723 -0.74822 -0.072
C -4.61564 -0.23967 -1.52201 -0.529
C -4.64962 -1.43229 -0.54726 -0.033
C -3.94655 -0.68191 -2.83340 -0.031
C -6.06732 0.13383 -1.83431 -0.067
C -4.59009 4.57734 0.06995 -0.556
C -5.85139 4.37320 0.92433 -0.037
C -4.98159 5.02957 -1.34597 -0.039
C -3.75469 5.68453 0.71362 -0.061
C 1.22489 1.10693 1.97408 -0.214
O 1.45095 0.22038 1.08448 -0.077
C 2.06251 1.32201 3.11005 -0.060
C 1.72455 2.37188 3.92517 0.047
C 3.31767 0.50461 3.45807 -0.527
C 3.21391 0.03384 4.91915 -0.042
C 3.54759 -0.74611 2.60090 -0.045
C 4.53726 1.42724 3.29467 -0.039
H -0.99725 5.91241 5.25597 0.088
H -1.76862 4.46523 4.59179 0.084
H -0.88693 5.58291 3.52592 0.084
H 0.03543 4.56367 6.89396 0.087
H 1.38851 3.49718 6.52871 0.080
H -0.26386 2.93280 6.28044 0.073
H 1.48965 6.13895 5.35081 0.089
H 1.56177 5.78337 3.61531 0.091
H 2.53890 4.84915 4.75011 0.078
H -1.16577 3.54465 2.60172 0.089
H -2.08377 3.89645 1.01987 0.094
H -5.48153 2.28353 -0.98696 0.096
H -3.64909 -1.75197 -0.25418 0.083
H -5.13640 -2.27693 -1.03790 0.089
H -5.22659 -1.18497 0.34673 0.084
H -2.94362 -1.06058 -2.66245 0.079
H -3.88964 0.14764 -3.54199 0.092
H -4.53303 -1.48105 -3.29176 0.087
H -6.60062 0.44642 -0.93326 0.086
H -6.57873 -0.74300 -2.23181 0.088
H -6.13204 0.92856 -2.58099 0.089
H -6.49223 3.58423 0.52786 0.079
H -6.43718 5.29398 0.96074 0.088
H -5.57610 4.10520 1.94674 0.085
H -5.64271 4.31272 -1.83388 0.078
H -4.08910 5.14058 -1.96462 0.094
H -5.49442 5.99195 -1.30477 0.087
H -3.46943 5.42839 1.73628 0.080
H -4.34170 6.60291 0.75543 0.088
H -2.85234 5.88816 0.13364 0.092
H 2.36069 2.56316 4.77939 0.105
H 2.31472 -0.56996 5.05898 0.089
H 3.18736 0.86453 5.62564 0.074
H 4.08143 -0.58190 5.16207 0.087
H 2.69338 -1.42101 2.64286 0.081
H 4.41885 -1.27490 2.99443 0.088
H 3.73867 -0.50109 1.55976 0.088
H 4.47145 2.29740 3.95074 0.077
H 4.60848 1.78124 2.26471 0.093
H 5.45414 0.88565 3.53660 0.088
N -0.77492 -1.46313 1.75491 0.136
C -1.31727 -1.40526 2.89061 -0.297
C -1.22284 -2.60716 3.79045 -0.170
C -2.28321 -2.96126 4.62442 -0.031
C -2.18188 -4.07472 5.44534 -0.084
C -1.01742 -4.82837 5.45156 -0.096
C 0.03690 -4.48389 4.61749 -0.080
C -0.06970 -3.38498 3.77935 -0.028
C -2.10654 -0.27765 3.50424 -0.184
C -3.30321 0.11163 2.91586 -0.029
C -4.14369 1.02221 3.54251 -0.073
C -3.80471 1.53106 4.78566 -0.090
C -2.60706 1.15091 5.37866 -0.086
C -1.75637 0.26147 4.74145 -0.035
H -3.18937 -2.36894 4.62322 0.114
H -3.01111 -4.34795 6.08596 0.100
H -0.93351 -5.68901 6.10339 0.099
H 0.94559 -5.07282 4.61547 0.101
H 0.73539 -3.10617 3.11098 0.104
H -3.60091 -0.35033 1.98975 0.100
H -5.07295 1.30751 3.06301 0.101
H -4.48133 2.19757 5.30642 0.101
H -2.35543 1.52654 6.36260 0.098
H -0.82004 -0.03337 5.20305 0.122
I 0.95638 -2.04653 -1.36434 0.420
```

calculated total energy: -110883.935 eV
ΔE to the lowest compared entry with this formula, charge and spin: 33.21 kJ/mol
LUMO level: -2.3 eV


Q: Among the records above, which one has the highest calculated total energy?
A: C41H50Cl2N9O3SY